(1)
Density functional theory data (ωB97M-V/def2-TZVPD) for a gas-phase ion, CH8N4P (charge +1) at a distorted geometry.

```
14
Properties=species:S:1:pos:R:3:lowdin_charge:R:1
P 0.37 -0.08 -0.18 0.946
N 2.48 0.14 -0.22 -0.035
N -0.34 2.74 0.16 0.133
N -1.72 -0.39 0.41 -0.174
N -2.79 -0.07 -0.53 0.019
C -0.03 1.63 0.04 -0.479
H 2.78 0.27 -1.17 0.076
H 3.01 0.74 0.39 0.100
H -2.01 -1.32 0.61 0.102
H -1.77 0.13 1.30 0.114
H 0.68 -0.31 1.13 -0.046
H -2.70 -0.81 -1.25 0.104
H 2.57 -0.82 0.12 0.071
H -2.78 0.81 -0.99 0.069
```

Properties
Calculated total energy   -16407.38325 eV
Energy above the lowest of the compared OMol25 structures with the same formula, charge and spin   68.60 kcal/mol
E_HOMO   -13.819 eV
Kohn-Sham gap   10.12 eV
Charge   +1

=====

(2)
Density functional theory data (ωB97M-V/def2-TZVPD) for a molecular structure, C56H47N7O9PTi at a distorted geometry.

```
121
Properties=species:S:1:pos:R:3:lowdin_spin:R:1
Ti -0.61 0.58 -0.32 0.818
P 0.94 -0.97 2.12 0.003
O -1.80 -0.01 -1.54 0.001
O -0.51 0.42 -7.62 0.003
O 0.55 4.27 1.42 -0.002
O 0.05 1.72 -1.58 -0.001
O 2.06 4.43 -3.75 0.006
O 0.91 4.09 -1.96 0.001
O -4.20 -0.97 1.77 0.004
O -2.62 -0.80 -3.43 0.020
O 0.77 2.15 -7.73 0.003
N 1.26 3.78 -3.09 0.002
N -2.29 -1.16 0.59 0.000
N -1.33 1.21 1.47 0.015
N 1.19 2.19 0.84 0.023
N -4.49 4.64 -3.70 0.000
N 0.11 1.34 -7.11 0.001
N -2.51 2.49 -0.72 0.001
C -4.34 2.72 -2.25 0.000
C 3.88 1.10 -2.23 0.000
C -1.81 -0.12 -2.83 0.008
C 3.87 -1.12 5.75 0.000
C 3.81 0.28 2.25 0.000
C -1.00 2.48 1.81 0.014
C -2.60 -3.44 -0.42 0.000
C 1.83 4.47 0.80 0.000
C -2.95 2.81 3.17 0.013
C -1.40 -5.68 -1.56 0.000
C 1.95 -1.99 0.96 0.000
C 3.63 -3.30 -0.84 0.001
C 0.29 -4.39 2.22 0.000
C 4.21 -0.44 4.59 0.000
C -0.76 0.61 -4.94 -0.003
C 2.37 3.03 0.64 0.002
C -2.64 4.38 -2.19 0.000
C -4.35 -2.19 1.04 0.000
C 3.87 3.70 -1.29 0.000
C 1.78 -1.71 4.75 0.000
C 0.74 2.50 -5.05 -0.002
C -2.53 0.77 1.97 0.015
C -3.20 -2.13 0.00 0.000
C -3.65 2.06 -1.26 0.000
C -2.66 -3.08 4.15 0.000
C -1.25 -1.22 3.65 0.000
C -2.36 -1.73 4.29 0.000
C -0.81 0.72 -3.57 0.009
C 0.28 2.96 1.30 0.001
C 3.35 -0.41 3.50 0.000
C 4.58 3.37 -2.43 0.000
C -3.33 1.52 2.82 0.000
C 2.66 -2.44 -1.29 -0.001
C -2.04 3.65 -1.19 0.001
C -0.40 -2.02 2.88 0.000
C 2.11 -1.05 3.57 0.001
C -3.84 3.92 -2.76 0.000
C 2.65 -1.77 5.82 0.000
C -1.77 3.30 2.62 -0.001
C 0.67 2.63 -3.68 0.006
C -0.03 1.69 -2.86 0.012
C -2.97 -0.50 1.46 0.009
C 0.05 1.47 -5.69 0.007
C -1.23 -3.59 -0.40 0.000
C 3.17 1.42 -1.09 0.000
C 3.13 2.73 -0.63 0.000
C -0.63 -4.70 -0.97 0.000
C 3.78 -3.51 0.53 0.000
C 0.72 -0.93 -1.05 0.001
C -0.65 -3.39 2.82 0.000
C -3.38 -4.44 -0.98 0.000
C 1.79 -1.77 -0.41 -0.002
C -2.78 -5.56 -1.53 0.000
C -1.80 -3.89 3.43 0.000
C 4.59 2.08 -2.91 0.000
C 2.95 -2.85 1.41 0.001
H -4.25 1.09 3.19 0.000
H -4.03 5.42 -4.14 0.000
H 5.14 1.83 -3.81 0.000
H -0.65 -2.81 0.07 0.000
H 1.67 4.95 -0.17 0.000
H -5.34 -2.23 0.60 0.000
H -2.02 -4.94 3.35 0.000
H 0.83 -2.22 4.84 0.000
H -4.46 -4.35 -1.00 0.000
H 4.50 1.10 2.49 0.000
H -1.01 -0.17 3.77 0.000
H -3.58 -1.66 -0.92 0.000
H -1.36 -0.13 -5.43 0.000
H -2.18 5.30 -2.53 0.000
H -0.94 -6.53 -2.04 0.000
H -3.53 -3.50 4.62 0.000
H 4.56 -1.15 6.58 0.000
H 2.43 5.09 1.45 0.000
H -3.56 3.42 3.82 0.001
H -3.00 -1.09 4.89 0.000
H -0.23 -5.30 1.93 0.000
H 2.54 -2.28 -2.35 0.000
H 3.08 -3.01 2.47 0.000
H 1.05 -4.65 2.96 0.000
H 0.01 -1.64 -1.51 0.003
H -1.11 3.99 -0.76 0.000
H 3.89 0.08 -2.58 0.000
H 5.16 0.08 4.54 0.000
H -3.40 -6.33 -1.98 0.000
H 2.96 0.66 1.70 0.000
H 0.45 -4.78 -0.98 0.000
H 2.63 0.66 -0.54 0.000
H 4.34 -0.42 1.61 0.000
H -1.43 4.30 2.82 0.000
H 3.88 4.72 -0.94 0.000
H 2.38 -2.31 6.71 0.000
H -5.26 2.31 -2.64 0.000
H 4.54 -4.19 0.89 0.000
H 4.28 -3.80 -1.54 0.000
H -4.04 1.13 -0.86 0.000
H 5.14 4.14 -2.94 0.000
H 3.05 2.82 1.48 0.001
H 1.31 3.21 -5.63 0.000
H -5.26 4.22 -4.20 0.000
H 0.81 -4.00 1.35 0.000
H -4.22 -3.03 1.74 0.000
H 1.21 -0.43 -1.91 0.003
```

Properties
Calculated total energy   -120094.80329 eV
Energy above the lowest of the compared OMol25 structures with the same formula, charge and spin   16.50 kcal/mol
E_HOMO (alpha / beta)   -6.496 / -7.940 eV
Multiplicity   2
Kohn-Sham gap (alpha / beta)   5.37 / 6.82 eV

=====

(3)
Density functional theory data (ωB97M-V/def2-TZVPD) for a molecular structure, C3H4O4Tl at a distorted geometry.

```
12
Properties=species:S:1:pos:R:3:lowdin_charge:R:1
Tl -3.76 0.10 -0.63 1.766
O 0.41 2.22 0.21 0.042
O -0.25 -1.27 0.88 0.274
O -2.15 -0.15 0.21 -0.046
O -0.28 -0.22 -1.02 0.224
C -0.94 -0.32 0.11 -0.345
C 0.99 -1.40 0.32 0.235
C 1.05 -0.56 -0.74 0.212
H 0.17 2.33 1.14 0.088
H 1.23 1.60 0.15 0.110
H 1.75 -0.47 -1.55 0.219
H 1.77 -1.86 0.92 0.222
```

Properties
Calculated total energy   -16016.43599 eV
Energy above the lowest of the compared OMol25 structures with the same formula, charge and spin   19.14 kcal/mol
E_HOMO (alpha / beta)   -23.500 / -23.901 eV
Kohn-Sham gap (alpha / beta)   5.03 / 5.17 eV
Charge   +3

=====

(4)
Density functional theory data (ωB97M-V/def2-TZVPD) for a molecular structure, C4H2Cl2N2 at a distorted geometry.

```
10
Properties=species:S:1:pos:R:3:lowdin_charge:R:1
Cl -2.75 -1.10 0.61 0.515
Cl -0.43 -2.36 -0.46 0.523
N -1.67 2.72 -0.21 0.211
N 0.81 0.44 0.15 0.018
C -1.44 -0.95 -0.48 -1.030
C 1.88 -0.21 0.14 0.003
C -0.39 0.64 0.08 -0.236
C -0.99 1.83 -0.10 -0.220
H 2.34 -0.60 -0.76 0.083
H 2.65 -0.41 1.02 0.133
```

Properties
Calculated total energy   -32199.49437 eV
Energy above the lowest of the compared OMol25 structures with the same formula, charge and spin   129.97 kcal/mol
E_HOMO (alpha / beta)   -8.000 / -7.991 eV
Kohn-Sham gap (alpha / beta)   6.91 / 6.90 eV